Molecular formula: C5H8O2
Method: DFT, wB97M-V/def2-TZVPD

Net charge: 0
SMILES: C#CC(C)=O.CO
M in Da: 100.117
HOMO-LUMO gap in eV: 10.31
ΔE to the lowest compared entry with this formula, charge and spin in kcal/mol: 75.31

Each line ends with the Löwdin charge.
Cartesian coordinates (Å):
C: -0.642 -2.284 1.428  0.135
C: -0.662 -1.385 0.628  -0.053
C: -0.909 -0.291 -0.423  -0.478
C: -1.775 0.832 0.064  -0.015
O: -0.681 -0.541 -1.595  0.079
H: -0.555 -3.009 2.205  0.036
H: -2.308 1.289 -0.773  0.093
H: -2.512 0.486 0.793  0.092
H: -1.147 1.591 0.537  0.086
C: 1.846 0.650 -0.135  -0.178
O: 2.488 0.503 -1.377  -0.109
H: 2.590 0.803 0.650  0.086
H: 1.150 1.492 -0.158  0.073
H: 1.304 -0.326 0.162  0.073
H: 1.812 0.189 -2.006  0.079

***

Molecular formula: C5H8O2
Method: DFT, wB97M-V/def2-TZVPD

Net charge: 0
SMILES: C=C=O.C=C.C=O
M in Da: 100.117
HOMO-LUMO gap in eV: 10.26
ΔE to the lowest compared entry with this formula, charge and spin in kcal/mol: 73.15

Each line ends with the Löwdin charge.
Cartesian coordinates (Å):
C: -0.861 1.981 -0.018  0.022
C: -0.085 1.274 0.760  -0.311
O: 0.775 0.861 1.427  0.127
H: -1.594 1.501 -0.624  0.044
H: -0.779 3.053 0.027  0.065
C: -1.110 -1.322 -0.753  -0.064
C: -1.346 -1.290 0.549  -0.085
H: -1.888 -1.145 -1.481  0.054
H: -0.144 -1.596 -1.148  0.039
H: -2.330 -1.100 0.950  0.057
H: -0.588 -1.558 1.270  0.057
C: 2.483 -0.158 -0.216  -0.164
O: 2.196 -1.292 -0.496  -0.013
H: 2.038 0.673 -0.794  0.084
H: 3.232 0.118 0.548  0.090

***

Molecular formula: C5H8O2
Method: DFT, wB97M-V/def2-TZVPD

Net charge: 0
M in Da: 100.117
HOMO-LUMO gap in eV: 9.48
ΔE to the lowest compared entry with this formula, charge and spin in kcal/mol: 127.80

Each line ends with the Löwdin charge.
Cartesian coordinates (Å):
C: -1.409 -0.054 1.577  0.036
C: -0.564 0.414 0.166  -0.170
C: 0.055 0.955 -1.206  0.056
C: 0.926 0.301 -0.156  -0.445
O: 2.032 0.943 0.378  0.038
C: 0.676 -1.183 -0.044  -0.136
O: -0.711 -0.989 -0.189  -0.173
H: -2.428 0.287 1.455  0.053
H: -0.854 0.381 2.387  0.049
H: -1.507 -1.170 1.825  0.107
H: -0.194 0.409 -2.130  0.113
H: 0.320 1.997 -1.399  0.106
H: 2.709 1.017 -0.311  0.112
H: 0.984 -1.896 -0.798  0.118
H: 0.970 -1.512 0.973  0.136

***

HOMO-LUMO gap of number 2 (C5H8O2)?
10.26 eV

***

Which value of M does entry 3 give?
100.117 Da

***

Number 3 is which compound?
C5H8O2